# 1
A structure of composition C43H43Br3NO4PSi2Y. Source: OMol25; level of theory: ωB97M-V with the def2-TZVPD basis set.

The geometry in XYZ format:
```
98
Properties=species:S:1:pos:R:3:mulliken_charge:R:1
Y -0.15 -0.45 -0.08 -0.474
C 2.73 0.24 -2.44 -1.266
C 3.22 0.48 -1.04 0.195
C 4.58 0.80 -0.82 -1.031
C 5.03 1.01 0.45 -1.572
C 4.14 0.92 1.54 1.568
C 4.50 1.07 2.90 0.070
Br 6.30 1.48 3.37 -0.273
C 3.58 0.91 3.89 -0.270
C 2.25 0.62 3.57 0.188
Br 0.99 0.41 4.97 -0.231
C 1.78 0.51 2.26 -0.858
O 0.55 0.29 1.96 0.560
C 2.79 0.62 1.23 -1.074
N 2.36 0.40 -0.05 2.408
H 3.56 0.24 -3.14 0.615
H 2.03 1.02 -2.74 -0.012
H 2.20 -0.71 -2.51 0.083
H 5.25 0.86 -1.66 0.520
H 6.07 1.24 0.64 0.348
H 3.86 1.00 4.93 0.460
O -0.46 -0.50 -3.10 -0.721
C -0.50 0.46 -2.32 0.245
C -0.62 1.84 -2.93 0.013
C -0.81 2.02 -4.30 -0.579
C -0.88 3.30 -4.83 -0.715
C -0.74 4.41 -4.00 -0.582
C -0.54 4.24 -2.64 -0.623
C -0.50 2.96 -2.09 -0.155
P -0.26 2.64 -0.30 2.218
C -1.87 3.05 0.45 0.148
C -2.95 3.59 -0.24 -0.701
C -4.15 3.83 0.42 -0.700
C -4.27 3.53 1.77 -0.564
C -3.20 2.98 2.46 -0.395
C -2.01 2.73 1.80 -0.358
C 0.77 4.07 0.18 -0.043
C 2.15 3.97 -0.02 -0.187
C 3.00 5.01 0.35 -0.604
C 2.48 6.15 0.93 -0.582
C 1.12 6.26 1.14 -0.719
C 0.27 5.23 0.77 -0.221
H -0.90 1.14 -4.92 0.486
H -1.04 3.44 -5.90 0.377
H -0.78 5.40 -4.42 0.428
H -0.42 5.10 -2.00 0.465
H -2.86 3.81 -1.30 0.356
H -4.99 4.23 -0.13 0.365
H -5.21 3.70 2.27 0.334
H -3.30 2.72 3.50 0.397
H -1.18 2.25 2.32 0.272
H 2.56 3.07 -0.46 0.135
H 4.07 4.91 0.19 0.435
H 3.15 6.96 1.23 0.371
H 0.71 7.15 1.60 0.416
H -0.80 5.32 0.95 0.433
Br -2.91 -4.33 6.20 -0.242
C -3.00 -3.11 4.74 0.010
C -1.85 -2.48 4.31 -0.951
C -1.92 -1.60 3.24 0.682
C -3.14 -1.35 2.61 0.185
C -4.29 -1.97 3.08 -0.663
C -4.23 -2.87 4.14 -0.479
C -3.23 -0.42 1.42 -0.373
O -4.31 0.07 1.13 -0.755
O -2.14 -0.28 0.76 0.387
H -0.90 -2.67 4.80 0.507
H -1.03 -1.09 2.90 0.504
H -5.23 -1.75 2.59 0.485
H -5.12 -3.37 4.49 0.426
C -0.87 -4.91 -2.05 -1.253
Si -1.31 -3.75 -0.62 0.325
C -2.62 -2.64 -1.43 -1.072
C -2.21 -4.79 0.69 -0.891
C 0.12 -2.86 0.16 1.341
Si 1.71 -3.77 0.45 0.076
C 1.90 -4.11 2.31 -1.034
C 1.93 -5.44 -0.42 -1.218
C 3.31 -2.85 -0.03 -0.679
H -1.79 -5.22 -2.54 0.385
H -0.34 -5.82 -1.74 0.375
H -0.25 -4.40 -2.80 0.305
H -3.38 -3.28 -1.87 0.493
H -2.17 -2.06 -2.25 0.248
H -3.12 -1.95 -0.76 0.191
H -3.07 -5.32 0.27 0.342
H -2.58 -4.15 1.50 0.070
H -1.54 -5.52 1.13 0.292
H -0.21 -2.75 1.22 -0.845
H 1.06 -4.72 2.67 0.281
H 1.90 -3.18 2.87 0.203
H 2.83 -4.64 2.54 0.371
H 1.21 -6.18 -0.07 0.284
H 2.93 -5.82 -0.18 0.351
H 1.85 -5.37 -1.50 0.330
H 3.47 -1.95 0.57 -0.054
H 3.31 -2.56 -1.09 0.174
H 4.17 -3.51 0.14 0.483
```

Its charge is -1. The relative energy (zero: lowest compared OMol25 entry of this formula, charge and spin) comes out at 0.0 kcal/mol.

---

# 2
A cluster of 7 separate species, C43H43Cl2F7N3O in total. Source: OMol25; level of theory: ωB97M-V with the def2-TZVPD basis set.

The geometry in XYZ format:
```
99
Properties=species:S:1:pos:R:3:mulliken_charge:R:1
C 3.02 -0.08 0.55 -1.292
C 3.40 -1.53 0.12 1.049
Cl 4.52 -1.34 -1.25 -0.160
C 2.16 -2.35 -0.36 -0.698
Cl 2.39 -3.42 -1.76 -0.042
N 1.52 -3.12 0.74 0.249
C 0.19 -2.66 1.18 -1.670
C -0.86 -3.57 0.52 1.109
C -2.24 -3.09 0.64 -1.104
O -1.72 -4.20 1.39 -0.494
C 2.09 -4.16 1.27 0.571
N 3.31 -4.65 0.88 -0.251
N 1.45 -4.89 2.31 -0.302
F 0.53 -5.76 1.75 -0.107
H 2.93 -0.09 1.64 0.397
H 3.85 0.58 0.33 0.580
H 2.10 0.33 0.13 0.065
H 3.87 -1.98 0.98 0.102
H 1.43 -1.63 -0.71 0.286
H -0.03 -1.67 0.83 0.340
H 0.05 -2.76 2.25 0.333
H -0.57 -4.06 -0.39 0.558
H -2.97 -3.45 -0.07 0.389
H -2.36 -2.22 1.26 0.353
H 3.24 -5.17 0.00 0.305
H 4.02 -3.92 0.83 0.249
H 1.03 -4.31 3.03 0.358
F 0.29 0.53 -0.25 -0.214
C -0.30 1.57 -0.95 0.765
C -1.58 1.40 -1.44 -0.661
C -2.17 2.44 -2.14 -0.409
C -1.47 3.62 -2.34 -0.627
C -0.18 3.77 -1.84 -0.527
C 0.41 2.74 -1.13 -0.808
H -2.10 0.47 -1.27 0.382
H -3.17 2.33 -2.52 0.431
H -1.93 4.43 -2.89 0.463
H 0.36 4.69 -2.00 0.634
H 1.41 2.83 -0.73 0.412
F -3.19 1.23 1.16 -0.215
C -3.38 1.87 2.34 0.394
C -4.25 2.93 2.39 -0.515
C -4.45 3.58 3.60 -0.377
C -3.77 3.16 4.73 -0.586
C -2.90 2.09 4.66 -0.412
C -2.70 1.43 3.46 -0.315
H -4.77 3.25 1.49 0.519
H -5.14 4.41 3.65 0.373
H -3.93 3.67 5.68 0.380
H -2.37 1.76 5.55 0.363
H -2.03 0.58 3.38 0.401
F 5.81 -2.98 1.36 -0.200
C 6.81 -3.90 1.53 0.645
C 8.09 -3.47 1.76 -0.601
C 9.09 -4.41 1.94 -0.407
C 8.79 -5.76 1.87 -0.568
C 7.49 -6.18 1.63 -0.560
C 6.48 -5.24 1.46 -0.364
H 8.30 -2.41 1.81 0.406
H 10.11 -4.09 2.13 0.371
H 9.58 -6.50 2.00 0.390
H 7.26 -7.23 1.57 0.376
H 5.46 -5.54 1.28 0.455
F 1.56 6.14 -1.39 -0.355
C 1.35 6.75 -0.19 0.403
C 0.48 7.82 -0.13 -0.420
C 0.27 8.44 1.09 -0.377
C 0.93 7.99 2.22 -0.522
C 1.81 6.92 2.14 -0.404
C 2.02 6.29 0.92 -0.325
H -0.03 8.15 -1.03 0.444
H -0.42 9.27 1.16 0.369
H 0.77 8.48 3.17 0.390
H 2.34 6.58 3.02 0.362
H 2.70 5.45 0.83 0.419
F -3.80 4.75 -4.45 -0.333
C -4.95 4.92 -3.77 0.377
C -6.13 4.45 -4.31 -0.515
C -7.31 4.63 -3.61 -0.341
C -7.30 5.28 -2.38 -0.525
C -6.11 5.75 -1.85 -0.425
C -4.92 5.57 -2.55 -0.249
H -6.12 3.96 -5.27 0.425
H -8.24 4.26 -4.02 0.371
H -8.23 5.42 -1.84 0.385
H -6.10 6.26 -0.90 0.399
H -3.98 5.92 -2.15 0.448
F -3.96 -5.96 -3.66 -0.313
C -2.69 -6.20 -3.32 0.304
C -1.75 -6.36 -4.31 -0.470
C -0.43 -6.61 -3.96 -0.460
C -0.07 -6.71 -2.62 -0.447
C -1.04 -6.54 -1.63 -0.403
C -2.36 -6.29 -1.98 -0.511
H -2.05 -6.30 -5.35 0.434
H 0.32 -6.73 -4.73 0.388
H 0.95 -6.90 -2.35 0.473
H -0.76 -6.62 -0.59 0.467
H -3.12 -6.15 -1.23 0.570
```

For the total energy, the calculation gives -3522.87766 hartree. Its charge is +1.

---

Calculated values (eV Å⁻¹) of max |F| for the records, taken in order: 0.63; 1.52.